1.
Entry from OMol25: C4H11NO2 in the gas phase in a non-equilibrium geometry (the ωB97M-V functional and the def2-TZVPD basis).

Each line ends with the natural charge from an NBO analysis.
Atoms and positions in Å:
1 C -0.24801 -0.16241 -0.14850  -0.2342
2 C 1.21677 -0.41531 -0.38364  0.0862
3 C 1.45364 -1.45464 -1.46258  -0.6252
4 O 1.75271 0.85515 -0.79940  -0.7345
5 N -0.47598 0.80604 0.90897  -0.6525
6 C -1.70699 0.71782 1.62659  0.0896
7 O -2.88720 0.78316 0.81361  -0.7382
8 H -0.83986 -1.03420 0.08069  0.2072
9 H -0.63834 0.20103 -1.11893  0.1812
10 H 1.72983 -0.73722 0.51949  0.1640
11 H 1.26517 -2.44217 -1.07847  0.2082
12 H 2.49275 -1.38779 -1.76855  0.2110
13 H 0.80031 -1.33541 -2.32126  0.2104
14 H 2.67863 0.87147 -0.54260  0.4696
15 H -0.16735 1.75000 0.76449  0.3776
16 H -1.76363 -0.24769 2.12603  0.1624
17 H -1.74614 1.54669 2.32899  0.1596
18 H -2.91632 1.68547 0.45508  0.4575

Properties
* LUMO energy: 0.90 eV
* DFT total energy: -9911.018 eV
* ΔE to the lowest compared entry with this formula, charge and spin: 28.22 kcal per mole
* SMILES: C[C@@H](O)CNCO
* orbital gap: 0.3589 Ha

---

2.
Entry from OMol25: a molecular structure, C4H11NO2 in a non-equilibrium geometry (the ωB97M-V functional and the def2-TZVPD basis).

Each line ends with the natural charge from an NBO analysis.
Atoms and positions in Å:
1 C 0.90117 -0.29943 0.14407  0.8139
2 C 0.87735 -0.40847 -1.37094  -0.5086
3 C -1.40426 0.15307 1.75347  -0.4221
4 C 0.44510 0.96611 -1.86301  -0.7556
5 N -1.05929 -0.45415 0.46982  -0.7349
6 O 1.20669 0.86299 0.57794  -0.7401
7 O 1.32253 -1.40401 0.81453  -0.7116
8 H 0.93368 1.56897 -0.71299  0.3411
9 H 1.73053 -1.11402 1.64250  0.4926
10 H -1.34381 -1.42762 0.42475  0.3872
11 H 0.24764 -1.26202 -1.64834  0.1941
12 H 1.90919 -0.62883 -1.67234  0.2333
13 H -0.96052 -0.44012 2.55166  0.2003
14 H -2.48703 0.19786 1.91071  0.1918
15 H -0.97321 1.15186 1.78367  0.2281
16 H -0.52813 1.32239 -1.53997  0.1759
17 H 0.58716 1.12060 -2.92554  0.2180
18 H -1.40481 0.09482 -0.34001  0.3966

Properties
* LUMO energy: 0.72 eV
* DFT total energy: -9909.367 eV
* ΔE to the lowest compared entry with this formula, charge and spin: 66.30 kcal per mole
* orbital gap: 0.3307 Ha

---

3.
Entry from OMol25: 2 unconnected molecules or ions with the total composition C4H11NO2 in a non-equilibrium geometry (the ωB97M-V functional and the def2-TZVPD basis).

Each line ends with the natural charge from an NBO analysis.
Atoms and positions in Å:
1 N 1.54807 -0.03510 1.65446  -0.8258
2 C 1.10193 -0.78396 0.61276  0.6768
3 C -0.35763 -0.69095 0.20846  -0.3187
4 C -0.54984 -1.12916 -1.25644  -0.6112
5 C -1.20121 0.36377 0.95588  -0.6101
6 O 1.87845 -1.48066 -0.01358  -0.6319
7 H 0.98270 0.56959 2.21910  0.3936
8 H 2.48289 -0.25185 1.97662  0.4038
9 H -0.73233 -1.58421 0.74363  0.2220
10 H 0.23659 -0.89538 -1.97952  0.2239
11 H -1.51370 -0.82239 -1.63287  0.2060
12 H -0.60933 -2.20980 -1.24887  0.2273
13 H -2.26915 0.26291 0.75972  0.2219
14 H -0.91199 0.37959 1.99604  0.2007
15 H -0.96204 1.34319 0.52809  0.2196
16 H -0.15215 1.70958 -1.88409  0.4648
17 H 0.92198 2.66983 -2.08329  0.4674
18 O 0.10678 2.58499 -1.55610  -0.9302

Properties
* LUMO energy: 0.72 eV
* DFT total energy: -9911.586 eV
* ΔE to the lowest compared entry with this formula, charge and spin: 15.13 kcal per mole
* SMILES: CC(C)C(N)=O.O
* orbital gap: 0.3826 Ha